ORCA calculation (the ωB97M-V functional and the def2-TZVPD basis) on a cluster of 2 separate species, C24H20NO in total in a non-equilibrium geometry.

```
46
Properties=species:S:1:pos:R:3:forces:R:3:mulliken_charge:R:1
O 1.335 0.159 2.392 0.07 0.91 -1.98 -0.371
N -1.701 -0.200 -3.641 0.14 -0.10 -0.32 -0.016
C -3.326 -2.413 -0.566 -0.02 -0.31 0.00 -0.523
C -2.464 -2.475 -2.824 0.29 0.54 -0.44 -0.758
C -2.195 0.968 -1.792 0.40 0.18 -0.50 -0.783
C 1.912 0.249 1.140 -0.56 -0.04 1.05 1.196
C -1.318 2.730 2.130 -0.13 -0.08 0.41 -0.626
C -2.229 -1.100 -2.734 -0.19 -0.17 0.39 -0.318
C -2.546 -0.388 -1.560 -0.11 -0.46 0.13 1.242
C 4.425 -2.396 1.803 0.07 -0.12 0.11 -0.700
C -1.383 1.703 4.296 0.36 -0.27 -0.15 -0.430
C -3.008 -3.113 -1.743 -0.11 -0.02 0.31 -0.535
C -0.320 0.896 3.960 0.67 -0.55 -0.13 -0.716
C 3.386 -1.508 1.939 -0.24 0.13 0.18 -0.485
C 3.020 -0.650 0.898 0.17 -0.46 0.62 0.549
C -1.175 2.254 -3.760 0.15 0.02 -0.42 -1.347
C 5.128 -2.447 0.613 0.06 -0.07 0.04 -0.360
C 1.436 1.159 0.197 -0.12 0.01 0.26 -0.692
C 4.787 -1.609 -0.435 0.04 0.04 -0.15 -0.889
C -0.233 1.917 1.763 0.35 -0.43 0.19 0.877
C -3.103 -1.067 -0.460 0.30 0.25 -0.51 -0.756
C -1.682 1.052 -3.065 -0.29 0.03 0.84 0.319
C 0.271 0.984 2.699 -0.34 0.32 -0.10 0.286
C 3.746 -0.718 -0.301 -0.44 0.35 0.09 -0.308
C -1.882 2.621 3.381 -0.06 0.35 -0.60 -0.744
C 0.388 1.981 0.498 -0.02 -0.16 0.27 -0.408
H -1.246 3.141 -3.129 -0.07 -0.13 -0.01 0.284
H 2.825 -1.449 2.855 0.05 -0.17 0.22 0.452
H -1.379 -0.433 -4.582 -0.26 0.23 0.68 0.210
H -2.314 1.780 -1.097 -0.06 0.21 -0.05 0.660
H 0.026 2.690 -0.225 -0.09 0.16 -0.24 0.569
H -3.753 -2.950 0.266 -0.07 -0.09 0.09 0.394
H -3.344 -0.529 0.441 -0.11 0.12 0.23 0.465
H -2.216 -2.999 -3.729 0.01 -0.26 -0.20 0.394
H -1.697 3.441 1.418 -0.07 0.14 -0.16 0.451
H 0.082 0.177 4.653 0.02 -0.12 0.21 0.479
H -2.714 3.249 3.654 -0.11 0.10 0.01 0.438
H 5.943 -3.143 0.505 0.12 -0.09 -0.05 0.415
H -1.748 2.435 -4.671 0.07 0.12 -0.04 0.372
H -0.130 2.116 -4.040 0.05 0.10 -0.11 0.329
H 3.487 -0.071 -1.119 0.03 0.09 -0.26 0.349
H 1.904 1.212 -0.769 0.09 -0.08 -0.08 0.397
H -3.196 -4.173 -1.795 -0.05 -0.17 0.00 0.390
H 4.688 -3.048 2.620 0.02 -0.06 0.08 0.407
H 5.342 -1.658 -1.358 0.01 0.05 -0.10 0.411
H -1.827 1.620 5.273 -0.04 -0.04 0.16 0.428
```
Forces are in eV/Å.

The frontier orbital gap is 4.9 eV. The value obtained for the energy relative to the best compared isomer or geometry (same formula, charge and spin) is 0.00 kcal per mole. As for the charge: +1. Its total energy is -1056.32500 Ha. The calculation puts the HOMO energy at -10.0489 eV.

=====

ORCA calculation (the ωB97M-V functional and the def2-TZVPD basis) on a cluster of 14 separate species, C62H160N8O20 in total in a non-equilibrium geometry.

```
250
Properties=species:S:1:pos:R:3:forces:R:3:mulliken_charge:R:1
O -0.578 0.958 -6.520 -1.17 -2.17 -0.47 0.044
O 3.487 -3.027 -7.565 1.71 -1.66 -2.38 -0.555
O -3.989 -7.028 1.863 0.10 2.13 -1.19 -0.353
O -0.108 -2.668 -1.598 1.04 2.66 -0.17 0.104
O -7.445 0.293 2.974 -0.50 -0.12 0.42 -0.242
O 5.590 -4.099 -1.599 -2.56 0.19 0.73 0.005
O 9.738 -2.425 -0.108 -1.34 -0.50 0.53 -0.267
O -4.847 3.130 0.869 -1.95 -0.39 -0.83 -0.434
O -0.147 3.549 4.119 0.02 0.53 -0.26 -0.507
O -3.769 -2.795 -3.445 -0.23 0.62 0.50 -0.121
O 2.908 -0.783 4.203 0.43 -1.39 -1.48 -0.413
O -13.145 0.228 0.756 1.65 -0.35 -0.18 -0.348
O 2.732 7.061 3.711 -0.17 0.87 0.25 -0.460
O 4.699 6.085 -0.499 -0.14 -2.41 -0.50 0.100
O -0.420 2.281 -2.761 -0.05 0.29 -0.49 -0.118
O -4.046 -2.417 4.482 -0.34 -1.06 -0.43 -0.486
O 0.096 0.001 -1.387 0.27 1.19 -0.75 2.153
O 4.992 0.094 -2.469 -0.28 1.34 0.06 -0.499
O 0.241 -2.402 3.810 -0.99 -1.23 0.17 0.253
O 4.985 2.729 1.624 0.65 1.13 0.08 0.096
N 1.703 0.114 -4.058 -1.30 -1.04 -0.56 0.719
N 8.463 -4.538 -1.323 0.98 0.21 -0.44 -0.308
N 0.208 6.324 2.323 1.40 0.51 -1.85 -0.480
N -10.227 1.475 2.512 -0.81 1.44 1.10 -0.367
N 6.786 4.634 1.005 0.27 0.68 0.93 -0.433
N -6.466 4.299 -0.932 -0.68 -0.94 0.30 -0.744
N -2.283 -0.271 -4.721 -0.81 -1.27 0.41 -0.224
N -2.891 -4.973 -1.170 -1.37 1.46 -0.41 0.031
C -4.935 2.447 -0.377 -0.91 1.29 0.03 -0.028
C -0.464 1.996 -7.461 0.59 0.22 -0.37 -1.020
C 4.127 -4.089 -1.463 1.16 1.02 -1.61 -0.983
C -3.376 -8.263 1.651 -0.97 -0.81 -0.26 -0.796
C 3.979 6.591 -1.622 -0.42 1.47 1.67 -0.749
C 3.026 -3.968 -5.387 -0.25 1.04 -0.80 -1.020
C -2.362 -2.892 6.155 -0.11 0.78 0.25 -1.368
C -13.902 -0.796 1.319 -0.43 -0.68 0.65 -0.703
C 3.748 -0.362 -2.864 -1.42 0.98 -0.43 0.450
C -3.712 -1.409 -2.986 1.87 -1.53 -0.86 -1.307
C 10.261 -1.364 0.665 0.31 -0.16 -1.33 -0.762
C -6.261 -0.309 3.597 -1.47 -0.15 -0.73 -0.443
C -1.818 -1.135 -5.798 1.79 1.27 0.12 0.363
C -3.367 -1.882 5.583 1.25 0.60 -0.11 0.413
C 4.051 6.856 4.301 -1.96 -0.75 -1.16 -0.128
C 6.155 -5.211 -2.219 1.98 -1.07 0.17 -0.727
C -4.131 -6.247 0.641 1.18 1.08 0.45 -1.030
C 10.508 -3.610 -0.124 -0.66 -0.47 -0.62 -0.344
C -0.721 -4.485 2.951 0.85 1.08 0.24 -0.001
C 9.672 -4.862 -0.522 -1.10 0.15 -0.87 -0.804
C 1.256 7.224 1.704 0.51 0.50 2.88 -1.045
C 6.156 2.855 2.433 0.48 -1.34 0.92 -0.869
C 3.561 1.292 5.128 0.06 0.21 -0.93 -1.242
C -2.793 -5.656 0.058 0.02 -2.46 -0.20 0.417
C -12.645 1.176 1.723 -0.98 1.60 0.13 -0.800
C 6.671 6.055 0.879 0.01 0.25 -1.84 -0.199
C -3.706 3.036 1.577 1.14 -0.28 1.45 0.188
C 1.820 -2.027 -6.557 -2.23 0.48 0.74 -0.966
C 6.083 6.350 -0.507 0.05 1.80 -0.14 -1.161
C 4.772 1.452 1.064 -0.12 -0.51 1.34 -0.978
C -4.836 -3.152 -4.238 -1.40 -0.58 -0.98 -1.121
C 0.441 4.337 -1.867 1.30 0.02 1.83 -1.281
C 2.464 0.259 5.009 -0.92 -0.63 1.36 1.243
C -1.570 0.207 0.310 0.03 -1.12 0.40 -0.451
C -2.308 -0.943 -3.398 -0.57 2.10 -0.34 1.778
C 5.910 -0.857 -2.060 0.33 -0.66 -0.63 -0.780
C -0.243 3.947 2.722 0.67 -0.75 0.09 0.728
C 2.880 2.165 -3.511 1.33 -1.52 0.14 -1.423
C 1.982 -0.323 6.358 0.98 0.02 -0.04 -1.375
C -0.719 3.423 -1.981 -1.77 0.15 -1.60 2.163
C -9.947 0.113 2.518 1.80 -1.72 -0.91 -0.223
C -6.766 2.166 -2.162 1.22 0.15 -0.31 -1.497
C -0.925 -3.517 -0.874 0.55 -2.27 0.23 -0.966
C 0.580 -3.793 3.518 -0.63 0.63 -1.01 0.563
C -2.630 -0.615 5.043 -1.21 -0.43 1.21 0.094
C 1.753 -3.727 2.538 -0.33 -0.23 0.07 -1.202
C -1.400 -0.208 -6.934 -0.65 0.35 -0.85 -1.053
C -0.993 2.447 4.405 0.12 0.00 -0.39 -0.385
C 1.017 -3.225 -2.256 -0.93 -2.04 -0.59 -0.426
C -6.373 2.833 -0.844 0.69 -0.87 -0.60 0.468
C -11.239 1.863 1.549 0.36 -1.05 -0.49 -0.528
C 7.432 -5.555 -1.319 -1.53 0.49 -0.07 -0.871
C 0.909 -0.396 0.782 -0.23 -0.40 1.70 -0.439
C 6.764 4.253 2.422 -1.49 -1.23 -1.74 -0.067
C 3.004 0.648 -3.847 0.85 -0.04 0.78 0.294
C 0.800 4.998 2.295 -1.07 -0.32 1.57 -0.753
C 2.735 7.126 2.262 -0.04 -0.81 1.01 -0.110
C -1.683 -4.492 -1.777 -1.57 -0.10 -0.39 -1.240
C 3.130 -2.650 -6.309 -0.36 -1.21 1.87 0.773
C -1.836 4.209 -2.731 0.24 -1.02 0.64 -2.030
C -0.090 0.379 -0.047 0.21 0.01 0.35 2.384
C -8.716 -0.342 3.301 0.49 -0.25 1.36 -0.872
H 3.942 -2.018 -5.949 -0.37 0.49 0.72 0.073
H -1.524 -3.074 -0.079 -0.46 1.05 -0.83 0.259
H -2.332 0.050 -7.437 -0.35 1.29 0.40 0.497
H 3.750 -1.347 -3.332 0.51 -0.16 -0.68 -0.086
H 9.412 -5.458 0.353 -0.23 0.18 0.57 0.365
H -5.364 0.250 3.332 -0.39 0.33 -0.11 -0.229
H 1.126 0.026 -3.233 0.38 0.20 0.45 -1.037
H -8.601 -1.426 3.264 -0.01 -0.27 -0.80 0.403
H 11.269 -3.412 -0.879 0.56 -0.43 0.26 0.354
H -5.005 -2.595 -5.160 0.61 0.69 -0.16 0.344
H -0.715 -5.552 3.175 0.04 0.01 -0.47 0.561
H 0.577 -3.866 -3.019 0.30 -0.53 -0.18 0.349
H -4.756 1.372 -0.353 0.01 -0.17 0.37 0.371
H -2.055 -0.235 -2.610 0.32 0.49 -0.32 -1.160
H 0.190 6.512 3.315 -0.18 0.79 0.11 0.427
H -1.365 4.688 -3.590 -0.33 0.18 -0.01 0.471
H 6.817 -0.312 -1.797 0.04 -0.29 0.01 0.361
H -2.822 3.037 0.940 0.35 0.25 0.06 -0.285
H 2.260 2.241 -2.618 0.06 0.49 -0.18 -0.055
H -2.265 0.621 -0.421 0.33 0.60 -0.02 -0.139
H 4.658 7.752 4.171 0.35 -0.33 -0.10 0.272
H 0.179 5.183 -1.231 -0.21 0.54 -0.47 0.621
H 0.950 8.184 2.120 -0.03 0.49 -0.88 0.471
H -13.427 1.925 1.601 0.29 0.76 0.44 0.403
H -13.346 -1.429 2.011 0.40 0.12 0.28 0.274
H 2.467 2.639 -4.402 -0.41 0.09 0.27 0.451
H -2.106 -4.086 -2.696 0.78 0.81 -0.05 0.225
H 6.080 7.425 -0.692 0.86 0.51 0.00 0.613
H 10.109 -1.479 1.738 0.14 -0.09 0.04 0.288
H 5.603 -1.530 -1.259 -0.28 0.30 0.49 0.129
H -2.763 -3.846 6.498 -0.38 0.04 -0.20 0.397
H 1.168 0.742 -4.641 -0.14 -0.06 -0.41 -0.111
H -1.321 2.666 -7.525 -0.28 -0.10 0.29 0.317
H 3.296 2.152 5.743 0.23 -0.12 0.07 0.469
H 3.442 -1.403 4.705 0.21 0.06 0.16 0.244
H -3.632 -8.651 0.666 0.16 0.00 -0.38 0.366
H 1.363 7.207 0.620 -0.67 -0.16 0.02 0.290
H 10.252 -5.563 -1.123 0.43 0.22 -0.07 0.351
H 1.284 -1.832 -5.628 0.11 0.50 -0.12 -0.233
H -9.754 -0.291 1.524 -0.23 0.04 -0.85 0.304
H -3.695 -1.377 -1.896 -0.65 -0.33 0.15 0.420
H 3.976 7.641 -1.328 -0.44 0.68 -0.88 0.454
H -6.135 -1.314 3.194 0.01 -0.15 0.17 0.395
H -0.111 1.580 -2.181 0.13 -0.44 -0.07 -0.456
H -9.011 -0.258 4.347 0.62 0.82 0.61 0.380
H 3.877 1.613 4.135 -0.66 0.50 -0.27 0.033
H -4.501 -0.797 -3.424 0.07 -0.02 0.03 0.527
H 6.061 -1.527 -2.906 0.61 -0.24 -0.13 0.546
H 2.412 -3.849 -4.495 0.25 0.29 0.07 -0.235
H 8.036 -3.719 -0.915 0.12 0.30 -0.10 0.250
H 1.775 -1.171 -7.231 0.67 0.44 0.45 0.426
H -4.622 -5.291 0.826 -0.85 -0.44 0.72 0.387
H -1.033 -0.812 -7.764 1.43 0.04 0.14 0.540
H -10.834 -0.414 2.869 0.15 -0.35 0.34 0.150
H 5.978 2.646 3.488 -0.77 -0.16 0.30 0.291
H -6.359 -0.358 4.682 -0.06 0.04 0.08 0.356
H 3.954 6.560 5.346 -0.34 0.53 0.05 0.304
H -7.691 2.545 -2.596 -0.10 -0.22 0.37 0.393
H 5.943 6.554 1.518 0.03 -0.14 0.77 -0.002
H 2.810 -0.322 7.067 -0.15 0.78 0.49 0.437
H -2.462 -1.909 -6.214 -0.72 0.32 0.21 0.246
H -0.861 1.746 3.580 -0.45 -0.42 -0.02 -0.025
H 1.187 -2.709 -7.125 0.14 -0.65 0.13 0.538
H 4.310 6.528 -2.659 0.70 -0.71 0.22 0.319
H -1.130 3.052 -1.042 0.17 0.40 0.49 -0.844
H 3.115 -0.562 -2.000 -0.36 0.38 0.59 -0.260
H -1.516 -1.690 -3.336 -0.42 -0.53 0.08 -0.224
H -1.039 -5.311 -2.096 0.44 -0.33 0.18 0.239
H -3.705 -5.029 -1.766 0.24 -0.09 0.32 0.248
H 1.519 0.532 4.540 0.33 1.00 -0.39 -0.439
H 0.708 -1.467 0.743 -0.12 -0.06 -0.08 -0.470
H -0.232 1.683 -8.479 -0.18 -0.57 -0.14 0.339
H -4.100 -1.615 6.345 -0.08 0.18 0.03 0.335
H -14.300 -1.511 0.599 0.25 0.46 -0.62 0.265
H -1.841 0.507 1.322 0.14 0.36 -0.02 0.223
H 4.615 0.779 1.906 -0.36 -0.48 0.08 0.328
H -7.012 2.345 -0.108 -0.33 0.85 0.44 0.193
H 9.783 -0.463 0.281 -0.18 0.02 0.34 0.201
H -14.772 -0.429 1.864 -0.16 0.31 0.16 0.313
H 0.919 4.605 -2.809 -0.41 0.11 -0.05 0.286
H 1.229 4.830 1.307 -0.02 -0.42 0.14 0.349
H -11.184 2.949 1.636 -1.10 0.04 -0.41 0.422
H -5.823 -3.116 -3.777 -0.08 0.05 0.70 0.379
H 3.831 -3.076 -1.189 0.33 -0.13 1.12 0.220
H -2.291 -5.020 0.787 -0.23 -0.27 0.36 -0.332
H 3.301 7.985 1.899 -0.10 0.44 0.04 0.610
H -0.291 -4.131 -0.234 0.56 -0.42 0.09 0.403
H -1.926 -2.415 7.033 0.35 -0.09 0.01 0.442
H 0.214 -0.949 -1.454 -0.34 -0.68 0.17 -0.993
H -1.255 4.276 2.484 -0.06 0.21 0.08 0.136
H -12.747 0.856 2.759 0.14 -0.57 0.00 0.507
H -0.815 -4.220 1.898 0.48 -0.60 -0.20 -0.647
H -0.932 -1.689 -5.488 0.35 -0.22 0.28 -0.377
H 2.534 -4.759 -5.954 -0.12 0.09 -0.30 0.536
H -3.920 -8.924 2.325 0.67 -0.30 0.34 0.308
H -1.713 0.561 -4.760 0.09 0.04 0.48 0.259
H 3.885 2.569 -3.390 -0.02 0.27 0.41 0.577
H 0.990 -1.850 4.044 0.69 -0.27 -0.10 -0.225
H -4.725 -4.173 -4.603 0.35 -0.20 0.32 0.319
H 1.539 5.093 3.090 0.76 -1.14 -0.34 0.461
H 0.837 -0.122 1.835 -0.45 -0.06 0.29 0.022
H -3.727 3.832 2.321 0.42 0.46 -0.29 0.481
H 1.983 -0.268 0.648 -0.10 0.37 -1.01 0.032
H -2.292 -8.290 1.757 0.01 0.15 0.27 0.225
H -1.587 -3.055 5.406 0.15 -0.06 0.12 0.129
H 6.030 4.262 0.447 -0.30 -0.72 0.73 0.339
H 1.607 -3.852 -1.587 -0.05 0.02 0.25 0.225
H 4.130 -3.725 -7.421 0.37 -0.12 -0.73 0.364
H 3.661 -4.891 -0.890 0.45 0.03 0.31 0.414
H -4.735 -6.835 -0.049 0.28 0.03 -0.40 0.502
H -1.815 -0.855 0.274 0.12 -0.32 0.05 -0.591
H -6.318 4.641 0.007 0.06 0.28 0.08 0.378
H 10.879 -3.878 0.865 0.59 0.45 0.04 0.313
H 7.001 -5.481 -0.320 -0.45 -0.67 0.37 0.375
H -3.680 2.157 2.221 0.15 -0.71 -0.13 -0.140
H 1.696 -2.616 -2.853 -0.51 1.23 0.68 -0.368
H 5.624 1.012 0.546 0.12 0.49 -0.53 0.366
H 11.304 -1.288 0.358 0.42 0.28 0.67 0.349
H 0.976 -4.363 4.359 -0.44 0.30 0.66 0.327
H 3.344 6.274 1.961 -0.36 -0.41 -0.61 0.069
H 1.831 -1.401 6.313 -0.78 -0.01 -0.54 0.308
H 7.737 4.349 2.903 0.13 -0.40 -0.18 0.374
H 2.244 -4.674 2.315 -0.14 -0.21 0.22 0.507
H 6.837 2.037 2.197 0.47 0.22 -0.66 0.558
H -5.656 4.583 -1.464 0.11 0.32 -0.20 0.274
H -2.323 4.908 -2.051 0.23 0.35 -0.15 0.346
H -1.672 -4.079 3.296 0.27 0.14 0.82 -0.210
H -3.536 -3.211 4.307 -0.42 -0.29 -0.60 0.198
H 2.948 6.250 -1.539 0.15 -0.29 -0.06 -0.032
H 3.537 0.574 -4.795 0.22 -0.04 -0.14 0.457
H -2.141 -6.475 -0.245 0.65 -0.76 1.10 0.265
H -1.695 -0.870 4.543 -0.05 0.09 0.06 -0.211
H 6.065 4.818 3.039 -0.13 0.70 -0.19 -0.153
H -0.038 3.060 2.122 -0.13 -0.43 -0.10 -0.662
H 4.336 5.931 3.800 1.23 0.24 -0.13 -0.251
H 6.605 5.894 -1.349 0.06 -0.46 0.06 0.337
H 6.315 -5.038 -3.284 0.84 0.69 -0.11 0.321
H 4.501 0.805 5.390 -0.14 -0.17 1.03 0.422
H 5.575 -6.126 -2.339 -0.76 -0.08 1.07 0.455
H 2.464 -3.085 3.059 0.31 0.10 -0.53 0.362
H -2.040 2.707 4.557 -0.26 0.33 -0.56 0.432
H -2.527 0.058 5.895 0.63 0.23 -0.06 0.374
H -0.773 1.917 5.332 0.83 0.34 0.09 0.252
H 4.009 -4.360 -5.125 0.15 0.22 0.16 0.341
H 1.433 -3.307 1.584 0.13 0.27 0.09 -0.072
H 0.154 1.434 0.081 0.12 0.29 -0.45 -0.347
H -3.344 -0.135 4.375 0.25 0.05 -0.22 -0.337
H 7.678 6.443 1.035 -0.14 0.75 -0.19 0.374
H 3.665 -4.044 -2.449 0.17 -0.85 -0.51 0.325
H -6.725 1.081 -2.063 -0.55 -0.08 0.12 0.364
H 3.855 1.478 0.474 0.30 0.11 -0.19 0.101
H 1.081 0.209 6.663 0.24 -0.21 0.55 0.271
H 0.419 2.572 -7.184 -0.13 0.17 0.31 0.247
H -5.987 2.350 -2.902 0.12 0.31 -0.27 0.280
H -9.454 2.124 2.483 0.21 -0.44 -0.04 0.234
H -2.610 3.513 -3.056 0.05 -0.05 -0.20 0.386
H -4.204 2.946 -1.012 0.27 -0.29 -0.57 -0.222
H 1.213 3.880 -1.247 0.39 -0.36 -0.11 0.066
H -10.860 1.566 0.572 -0.25 0.15 -0.66 0.292
H 7.755 -6.589 -1.435 0.43 0.19 -0.46 0.516
```
Forces are in eV/Å.

The frontier orbital gap is 8.5 eV. As for the charge: 0. Its total energy is -4400.43774 Ha. The calculation puts the HOMO energy at -8.2494 eV.